# 1
Entry from the OMol25 dataset: C24H56MnN7O8 as an isolated structure (ωB97M-V/def2-TZVPD).

Element x y z (Å)
Mn 2.31328 -2.13419 -2.13766
C 1.54920 0.03278 1.20899
C 0.80637 -0.31974 -0.06483
C 0.76918 0.89741 -1.00289
O 1.13864 -1.48934 -0.71895
H 2.50215 0.57472 1.17585
H 1.75506 -0.83690 1.84734
H 0.93949 0.60438 1.90785
H -0.23853 -0.33468 0.30264
H 0.61429 0.66174 -2.05712
H 1.69773 1.49376 -0.97549
H 0.03465 1.65420 -0.70248
C -2.43210 0.90039 5.75176
O -1.24889 0.88756 6.01087
N -2.95077 0.96989 4.50028
C -4.36657 1.18418 4.32903
C -2.13388 0.84369 3.31614
H -3.19790 0.90091 6.53869
H -4.89416 1.11849 5.27646
H -4.79805 0.36303 3.73960
H -4.56375 2.12072 3.80751
H -2.43935 -0.06711 2.78142
H -2.31624 1.69252 2.65683
H -1.11087 0.67386 3.63585
C -1.09723 2.25096 -5.54941
O -1.72525 1.30250 -5.99752
N -1.25439 2.83286 -4.34092
C -0.53511 4.01293 -3.93497
C -1.95497 2.12992 -3.29866
H -0.36223 2.78066 -6.18358
H 0.13026 3.90158 -3.07217
H -1.25433 4.78340 -3.63365
H 0.04591 4.46402 -4.74078
H -2.67721 1.45302 -3.75158
H -1.34571 1.56431 -2.58668
H -2.53391 2.83311 -2.69342
C -3.80689 -3.08917 2.18108
O -2.80762 -3.64313 2.57336
N -4.00491 -2.61221 0.92762
C -5.34277 -2.30639 0.44342
C -2.91537 -2.57655 -0.00777
H -4.63715 -2.89284 2.88316
H -5.63954 -1.28096 0.69212
H -6.10034 -2.89256 0.97150
H -5.44812 -2.54666 -0.60969
H -3.05578 -1.68401 -0.63226
H -1.95207 -2.50060 0.48579
H -2.92605 -3.40059 -0.73270
C 4.93316 -4.20002 3.33071
O 5.40785 -5.30976 3.43651
N 4.52464 -3.45249 4.37470
C 3.81013 -2.23010 4.16519
C 4.88019 -3.78000 5.74734
H 4.75422 -3.69560 2.36453
H 3.68151 -2.09169 3.09275
H 4.33456 -1.38958 4.63054
H 2.81775 -2.20253 4.62758
H 4.11763 -4.43013 6.19592
H 5.82848 -4.30077 5.82202
H 4.81522 -2.86663 6.33618
C -0.57154 -2.36479 -3.59428
O 0.64765 -2.40964 -3.34599
N -1.08220 -2.39405 -4.79873
C -2.53110 -2.26509 -4.96286
C -0.25476 -2.22391 -5.98009
H -1.29766 -2.42694 -2.77760
H -2.78621 -2.60045 -5.96451
H -2.86284 -1.23276 -4.85569
H -3.07399 -2.88848 -4.25525
H -0.24039 -1.16685 -6.26277
H 0.77536 -2.50407 -5.78903
H -0.70083 -2.75568 -6.81512
C 0.10971 3.43494 4.92803
O -0.58224 4.38734 4.63336
N 0.90538 2.75544 4.06039
C 1.58289 1.53595 4.47920
C 0.91105 3.11989 2.66210
H 0.15271 3.00080 5.93686
H 0.99912 0.69326 4.11080
H 1.76056 1.54265 5.54987
H 2.58327 1.50442 4.03617
H 0.87055 4.20574 2.59971
H 1.88652 2.88770 2.22666
H 0.12784 2.59620 2.11395
C 3.23072 0.90405 -3.18940
O 2.77849 -0.23668 -3.04654
N 3.09060 1.58169 -4.32661
C 3.21742 3.02545 -4.29861
C 2.31457 0.98873 -5.39574
H 3.76209 1.44443 -2.40410
H 3.82587 3.33491 -3.44991
H 2.23445 3.49388 -4.24732
H 3.74001 3.41787 -5.17137
H 2.53023 -0.08164 -5.43461
H 1.23103 0.98353 -5.24430
H 2.58215 1.38561 -6.37060

Forces on the atoms, in the same order (eV/Å):
Mn -2.004 1.735 0.749
C 0.737 -0.554 1.539
C -0.944 1.213 0.035
C 0.716 1.171 -0.152
O 1.221 -0.649 -0.288
H -0.037 -0.053 -0.675
H -0.030 -0.324 -0.511
H -0.284 0.297 -0.481
H 0.007 -0.859 -0.273
H -0.269 -0.316 0.145
H 0.122 -0.392 0.037
H -0.210 -0.354 0.092
C 0.131 0.448 -0.330
O 0.387 -0.326 0.029
N -0.327 -0.003 0.643
C -0.225 -0.847 -0.498
C -0.566 -0.709 0.150
H -0.117 0.006 0.004
H 0.148 0.404 0.164
H 0.084 0.149 -0.180
H -0.093 0.110 0.166
H -0.027 0.102 -0.068
H 0.484 0.150 0.016
H 0.148 0.494 -0.152
C -0.319 0.319 -0.854
O 0.478 -0.025 0.686
N 0.774 -0.698 0.446
C -0.087 1.081 0.087
C -1.276 -0.073 0.453
H -0.057 0.076 0.093
H -0.048 -0.535 -0.072
H 0.005 -0.082 -0.043
H -0.082 -0.310 -0.190
H 0.093 -0.040 -0.061
H 0.367 0.128 -0.393
H 0.052 0.099 -0.121
C -0.162 -0.074 0.405
O 0.469 0.102 -0.096
N -0.229 -0.211 0.012
C -0.493 0.150 1.036
C -0.149 0.526 -0.967
H -0.247 -0.094 -0.306
H 0.248 0.154 -0.608
H 0.267 -0.293 -0.049
H 0.124 0.215 -0.097
H 0.146 0.097 0.161
H -0.021 -0.222 0.138
H 0.092 -0.288 0.362
C -0.256 -0.448 0.385
O 0.326 0.064 -0.245
N 0.269 0.310 0.354
C -0.220 0.561 0.127
C -1.114 -0.458 0.144
H -0.007 -0.109 -0.077
H 0.029 0.289 0.033
H 0.191 0.088 -0.341
H -0.049 -0.436 -0.066
H 0.122 -0.118 -0.147
H 0.163 0.212 -0.131
H 0.517 0.077 -0.038
C 0.314 -0.926 0.608
O 0.672 -0.038 -0.511
N -0.335 0.416 -0.093
C -0.211 0.024 -0.204
C 0.037 0.684 -0.263
H 0.000 0.204 0.046
H -0.033 -0.018 0.007
H 0.130 0.078 -0.084
H 0.176 -0.049 0.089
H -0.139 0.049 0.033
H -0.111 -0.377 0.042
H 0.178 -0.281 0.057
C 0.053 -0.230 0.018
O -0.021 0.020 -0.092
N 0.293 0.051 0.303
C 0.153 0.568 -0.618
C 0.790 0.338 0.311
H -0.010 0.146 0.064
H 0.224 -0.418 0.518
H -0.514 -0.238 0.120
H -0.097 -0.002 -0.192
H -0.688 -0.026 -0.139
H -0.086 -0.384 0.045
H -0.127 0.328 -0.210
C -0.112 0.114 -0.543
O 0.484 -0.979 0.148
N -0.495 0.135 0.388
C 0.478 0.554 -0.160
C -0.036 -1.321 -0.391
H 0.032 -0.099 0.139
H -0.188 -0.080 0.157
H 0.022 0.000 0.081
H -0.109 -0.287 -0.173
H 0.279 0.109 0.023
H 0.062 0.628 0.166
H -0.031 0.380 0.132

- HOMO energy (spin up / spin down): -10.69 / -10.69 eV
- Multiplicity: 6
- Net charge: +1
- <S²>: 8.755
- Energy above the lowest of the compared OMol25 structures with the same formula, charge and spin: 106.77 kJ/mol
- Largest force on an atom: 2.75 eV/Å
- M: 625.7 g mol⁻¹



# 2
Entry from the OMol25 dataset: a 9-piece molecular cluster, C39H73F4N14O9S4 overall (ωB97M-V/def2-TZVPD).

Element x y z (Å)
C 1.71851 -0.45228 0.00798
C 0.83863 0.79383 0.07919
C -0.03039 0.90799 -1.19707
O 0.05159 0.84467 1.22303
H 2.22672 -0.47643 -0.95599
H 1.15470 -1.38354 -0.04658
H 2.54428 -0.42940 0.71909
H 1.52113 1.63471 0.20256
H -0.40538 1.92672 -1.29540
H -0.89885 0.24931 -1.19267
H 0.49955 0.71694 -2.13022
C 3.39329 -0.05919 8.48001
C 3.22315 -0.78316 7.18100
N 2.73669 -0.01308 6.03474
C 1.42280 0.29091 5.73945
C 1.37571 1.03699 4.57139
N 2.69016 1.13434 4.17326
C 3.57954 0.55455 5.08287
C 3.13107 1.86595 3.09408
H 4.26116 0.59258 8.58047
H 3.36667 -0.79793 9.28105
H 2.46721 0.51099 8.55330
H 2.50257 -1.59980 7.13663
H 4.18372 -1.19110 6.86638
H 0.66974 0.00732 6.45977
H 0.66352 1.52807 3.92484
H 4.64302 0.69467 4.95733
H 4.15858 2.22967 3.09943
H 2.55044 2.77893 2.96205
H 2.93231 1.26944 2.20369
C 2.01451 -2.53651 3.73274
C 2.05319 -4.01255 3.34876
N 1.25518 -4.26959 2.21448
C 0.02335 -4.87559 2.17865
C -0.48919 -4.86386 0.89589
N 0.48598 -4.23683 0.10087
C 1.53476 -3.87494 0.92846
C 0.46065 -4.01974 -1.33517
H 1.00168 -2.20090 3.95555
H 2.25582 -1.88779 2.89069
H 2.63794 -2.14103 4.53463
H 1.89260 -4.70296 4.17680
H 3.09543 -4.12656 3.05071
H -0.34588 -5.15891 3.15322
H -1.44627 -5.07320 0.44139
H 2.46137 -3.44487 0.57802
H 1.41934 -4.26288 -1.79333
H 0.07387 -3.01772 -1.52080
H -0.32200 -4.66817 -1.72901
C 0.11994 -1.35765 -4.64512
C -0.03026 -2.78171 -5.23017
N 1.35203 -3.40284 -5.56281
C 1.60982 -4.77710 -5.53495
C 3.02578 -4.83241 -5.66680
N 3.55078 -3.58220 -5.97520
C 2.54928 -2.71331 -5.81632
C 4.86452 -3.13091 -6.16042
H 0.68022 -1.43188 -3.71309
H -0.85525 -0.93891 -4.39657
H 0.44559 -0.74878 -5.48853
H -0.62564 -2.77842 -6.14319
H -0.53236 -3.36352 -4.45720
H 0.83305 -5.44184 -5.18688
H 3.76257 -5.60750 -5.51588
H 2.59888 -1.63629 -5.87919
H 5.33880 -3.86586 -6.81081
H 5.42901 -2.95026 -5.24564
H 4.87766 -2.17340 -6.68109
C 0.24429 3.34095 -5.35691
C 1.36181 3.41180 -4.30273
N 0.78055 4.01260 -3.06044
C -0.52093 4.53866 -2.85396
C -0.57056 5.24636 -1.67075
N 0.63843 5.08014 -1.14251
C 1.49422 4.31448 -1.90770
C 0.97601 5.58780 0.25203
H -0.59434 2.67529 -5.15272
H 0.73969 2.98542 -6.26039
H -0.20858 4.29764 -5.61721
H 2.14329 4.06713 -4.68734
H 1.84128 2.45089 -4.11600
H -1.26271 4.40041 -3.62665
H -1.39449 5.84480 -1.31100
H 2.53103 4.11071 -1.68432
H 0.72924 4.85973 1.02476
H 0.38471 6.42835 0.61527
H 2.00332 5.91299 0.41627
C -2.68821 1.30561 4.08384
C -2.43548 2.72950 3.46349
N -3.07116 2.93054 2.20482
C -2.46340 3.05765 0.95372
C -3.48723 3.16218 -0.02502
N -4.67708 2.96577 0.64749
C -4.39898 2.87130 1.95393
C -6.06318 3.01064 0.18710
H -2.02304 0.64027 3.53341
H -3.68130 0.85773 4.11958
H -2.23862 1.24799 5.07513
H -1.38598 3.01746 3.40245
H -2.73667 3.46212 4.21227
H -1.39587 3.22030 0.97133
H -3.47550 3.31854 -1.09358
H -5.10551 3.02920 2.75535
H -6.39160 2.07811 -0.27185
H -5.97425 3.81173 -0.54669
H -6.75064 3.27260 0.99138
C -4.64024 -3.86756 5.03948
C -3.84864 -2.56204 5.25548
N -3.08559 -2.14360 4.08739
C -1.72289 -2.13213 3.94305
C -1.58144 -1.80048 2.58383
N -2.79388 -1.63119 1.97319
C -3.80239 -1.92082 2.91258
C -2.90890 -1.18159 0.63848
H -5.37260 -4.18957 5.77979
H -3.93911 -4.70205 5.02749
H -5.03218 -3.84476 4.02265
H -3.20585 -2.67790 6.12812
H -4.49100 -1.71388 5.49231
H -1.06681 -2.43177 4.74690
H -0.67552 -1.49830 2.07946
H -4.88029 -1.93741 2.84740
H -3.70386 -1.73894 0.14299
H -1.95138 -1.32151 0.13680
H -3.08446 -0.11733 0.79545
N -4.84168 1.63575 -2.96051
S -3.68715 0.79311 -3.44595
O -2.43785 1.53459 -3.54798
O -4.04023 -0.17920 -4.45102
F -3.53884 -0.10591 -2.13727
S -4.85533 2.74043 -4.23503
O -5.63326 2.35718 -5.44210
O -3.78143 3.72834 -4.50955
F -5.85183 3.68686 -3.38615
N 3.30175 0.41059 -4.87267
S 3.94927 0.93671 -6.15178
O 5.22164 0.36762 -6.51871
O 3.61772 2.35648 -6.52824
F 3.03440 0.25142 -7.22700
S 4.45240 1.32895 -3.90565
O 4.38518 2.77869 -3.77401
O 5.68957 0.67242 -3.66579
F 3.70164 1.06975 -2.53771

Forces on the atoms, in the same order (eV/Å):
C 0.264 0.203 -1.288
C -0.939 -0.541 0.797
C 0.519 0.543 0.022
O -0.528 -0.259 0.713
H 0.277 0.282 -0.294
H -0.171 -0.036 0.850
H -0.302 -0.395 0.501
H 0.581 0.622 -0.911
H -0.264 0.126 0.081
H 0.016 -0.113 0.298
H 0.294 -0.088 -0.076
C -1.484 0.123 0.205
C 0.691 -1.070 -1.176
N 2.177 2.200 -1.840
C 0.233 0.505 -0.337
C 1.667 -0.956 0.830
N 1.665 -1.383 4.239
C -5.139 0.435 -0.685
C 0.165 1.762 -3.505
H -0.074 -0.167 -0.278
H 0.233 0.125 0.045
H 0.141 0.451 0.653
H 0.197 -0.273 1.018
H -0.086 -0.226 -0.137
H -0.101 -0.036 -0.307
H -0.440 -0.450 0.164
H -0.019 -0.583 0.475
H 0.107 -0.627 0.469
H -0.259 -0.085 0.162
H 0.239 0.160 -0.318
C -1.010 1.259 0.052
C 1.635 0.978 0.155
N -0.975 -0.931 -0.298
C -1.080 0.001 -0.223
C 1.147 0.725 0.808
N -0.448 -0.549 -0.046
C 1.622 1.246 -1.084
C -1.183 -0.326 1.126
H -0.248 -0.162 0.259
H 0.192 -0.306 -0.438
H 0.268 -0.784 0.247
H -0.412 0.041 -0.137
H 0.253 -0.652 -0.070
H -0.557 -0.394 -0.381
H 0.068 -0.442 0.439
H -0.131 -0.211 0.150
H 0.010 0.272 -0.023
H 0.612 0.390 -0.414
H 0.190 -0.287 -0.179
C -0.588 -1.023 -1.023
C 0.849 0.572 0.147
N 0.975 1.034 -0.037
C 3.353 2.234 0.601
C -1.001 -0.763 -0.419
N -4.475 0.251 2.007
C -3.137 -1.169 0.097
C 2.374 0.163 -0.990
H 0.527 0.586 -0.379
H -0.216 -0.299 0.006
H 0.796 0.509 0.678
H 0.117 -0.099 0.071
H 0.368 -0.639 -0.313
H 0.379 -0.267 -0.314
H -0.481 -0.397 -0.311
H 0.146 -0.126 -0.102
H 0.452 0.166 0.208
H -0.185 -0.432 0.147
H -0.244 -0.045 -0.083
C 0.459 -0.412 -0.451
C -1.390 0.404 -0.690
N 0.243 1.179 3.346
C 0.942 -0.233 -1.056
C -0.746 -1.487 -2.759
N 3.537 0.243 3.213
C -3.084 1.077 -1.415
C -0.209 -0.292 0.169
H 0.212 -0.220 0.394
H -0.088 -0.056 -0.091
H 0.329 0.232 0.184
H -0.010 0.105 0.327
H -0.428 0.071 0.313
H -0.098 0.045 0.176
H 0.347 -0.108 0.323
H -0.132 -0.101 -0.109
H 0.233 -0.652 -0.404
H -0.343 0.262 -1.098
H 0.092 -0.358 -0.696
C 1.982 0.172 -0.699
C -0.242 -0.410 2.415
N -1.523 -0.113 -3.196
C -1.343 0.880 -0.545
C 1.446 -0.691 1.661
N 0.938 -0.165 2.433
C 0.340 0.405 0.796
C 0.341 0.676 -1.094
H -0.243 -0.287 -0.407
H -0.169 0.710 -0.198
H -0.319 0.406 0.271
H 0.153 -0.819 -0.552
H -0.820 0.271 -0.288
H -0.013 -0.525 -0.630
H 0.207 -0.214 0.000
H -0.268 -0.568 -0.187
H 0.338 0.090 -0.107
H -1.030 -0.170 -0.270
H 0.347 0.108 0.026
C 1.032 -0.316 -0.779
C -0.828 -0.111 1.359
N -2.230 -0.993 -1.125
C -1.808 0.546 -2.748
C 0.802 0.227 1.297
N -0.803 -2.177 4.239
C 4.813 0.691 0.479
C -0.302 0.676 -0.751
H -0.138 0.817 -0.016
H 0.264 -0.003 -0.068
H -0.576 -0.150 0.253
H 0.324 0.113 -0.257
H -0.263 -0.137 0.080
H -0.005 0.239 -0.261
H 0.115 -0.065 -0.351
H 0.234 0.122 -0.302
H -0.001 0.422 -0.168
H -0.182 0.110 0.019
H -0.200 0.146 -1.119
N -1.183 3.283 -1.413
S 3.556 -3.782 -0.950
O -0.731 -1.323 0.096
O 0.882 0.756 0.541
F 0.267 -0.101 0.518
S -3.199 4.124 -2.763
O 2.118 0.094 3.454
O -1.283 -2.743 1.284
F -0.077 -0.211 -0.235
N 1.808 1.800 3.320
S -0.367 3.863 -7.811
O -0.222 0.657 0.830
O 1.502 -3.168 1.809
F -1.214 -1.389 -0.186
S -0.900 0.892 4.897
O 0.176 -1.358 -2.050
O 0.047 -0.142 -1.118
F -1.037 -1.242 0.587

- HOMO energy (spin up / spin down): -7.90 / -10.88 eV
- Multiplicity: 2
- Net charge: +2
- <S²>: 0.756
- Largest force on an atom: 8.72 eV/Å
- M: 1086.4 g mol⁻¹



# 3
Entry from the OMol25 dataset: a 2-piece molecular cluster, C4H6O6 overall (ωB97M-V/def2-TZVPD).

Element x y z (Å)
O 2.01427 -0.43260 -0.92181
C 1.32391 -0.84468 0.00687
C 1.31486 -0.05859 1.31452
O 0.09637 0.48380 1.81528
C -0.75974 1.21057 1.09909
O -0.89302 2.39383 1.25166
O -1.38965 0.57244 0.11289
C -1.18838 -0.80177 -0.11910
O 0.22208 -1.48208 -0.31749
H 1.67541 -0.74635 2.08845
H 2.04383 0.75402 1.21422
H -1.42735 -1.29354 0.83490
H -1.98310 -1.16825 -0.77187
O -0.60297 0.18214 -2.50386
H 0.46331 0.18096 -2.32511
H -0.90981 1.05009 -2.77864

Forces on the atoms, in the same order (eV/Å):
O 0.786 -1.383 1.509
C -1.417 4.712 -2.779
C 1.507 -0.530 0.970
O 0.079 -1.310 0.613
C 1.064 2.008 -0.661
O -0.431 -1.021 0.203
O 0.453 -0.855 -1.530
C -0.110 -1.882 3.580
O -3.139 -0.329 -0.592
H -0.167 0.346 0.155
H -0.191 -0.215 -0.086
H 0.063 0.169 -0.109
H 1.300 0.321 -0.974
O 3.614 -0.574 0.514
H -3.952 0.343 -0.853
H 0.540 0.200 0.041

- HOMO energy: -11.02 eV
- Net charge: 0
- Energy above the lowest of the compared OMol25 structures with the same formula, charge and spin: 130.10 kJ/mol
- Largest force on an atom: 5.65 eV/Å
- SMILES: O=C1COC(=O)OCO1.O
- M: 150.1 g mol⁻¹



# 4
Entry from the OMol25 dataset: an isolated ion of composition C5H4F3N4 and charge +1 (ωB97M-V/def2-TZVPD).

Element x y z (Å)
C -1.18371 0.37669 2.33099
C 0.09618 0.82713 2.72097
C 0.03104 0.69191 0.54795
C -0.08965 0.06623 -1.81105
C 0.62357 -1.35681 -1.88472
N -1.13544 0.20346 1.04203
N 0.87062 1.00162 1.64699
N 0.47149 0.72594 -0.81266
N -0.96794 0.33997 -2.62462
F 1.32102 -1.32094 -2.99248
F 1.45484 -1.75250 -0.95131
F -0.32098 -2.23711 -1.95349
H -2.16385 0.16616 2.95408
H 0.58574 0.88871 3.65961
H 1.82510 1.51278 1.59441
H -1.41801 -0.13325 -3.46672

Forces on the atoms, in the same order (eV/Å):
C -2.260 -0.808 0.030
C 2.550 0.416 -0.198
C 2.087 -0.765 -5.518
C -1.717 -2.348 -1.479
C 0.725 0.314 -0.579
N -1.542 0.141 -0.903
N 0.432 1.532 -0.228
N -0.057 1.649 8.403
N -1.625 1.078 -1.326
F 0.412 -0.050 -1.319
F 0.429 0.417 1.499
F -1.371 -1.070 -0.262
H 2.503 0.345 -1.245
H -0.118 0.364 0.980
H -2.077 -1.389 0.200
H 1.629 0.175 1.945

- HOMO energy (spin up / spin down): -13.87 / -13.99 eV
- Net charge: +1
- Largest force on an atom: 8.56 eV/Å
- SMILES: [H]/N=C(/N=C1\N=CC=[NH+]1)C(F)(F)F
- M: 177.1 g mol⁻¹